The following is a DFT calculation (ωB97M-V/def2-TZVPD) of C25H25ClCoN4O6 as an isolated structure in a non-equilibrium geometry.

```
62
Properties=species:S:1:pos:R:3:forces:R:3:lowdin_spin:R:1
Co 0.875 -0.285 -0.603 0.627 0.802 -0.595 1.033
C 0.793 3.904 -1.179 -0.030 -0.045 0.064 -0.003
C -0.133 4.285 -0.205 0.006 0.032 -0.052 0.001
C -0.619 3.343 0.685 -0.060 0.022 0.149 -0.003
C -0.178 2.017 0.601 -0.059 0.218 0.042 -0.008
C 0.707 1.611 -0.405 -0.348 -0.450 -0.077 -0.064
C 1.187 2.576 -1.293 0.047 0.091 0.129 -0.007
C -0.570 0.962 1.554 -0.242 0.778 0.015 -0.001
C -1.211 1.220 2.796 -0.056 0.332 -0.092 0.001
C -1.432 0.204 3.667 -0.077 0.171 0.186 -0.002
C -0.984 -1.092 3.349 0.114 -0.289 -0.160 0.001
C -1.124 -2.187 4.235 -0.038 0.153 0.013 0.000
C -0.664 -3.420 3.881 0.143 -0.144 -0.134 0.000
C -0.005 -3.597 2.641 -0.045 -0.134 0.241 -0.001
C 0.160 -2.554 1.777 -0.009 0.116 -0.123 0.000
C -0.356 -1.279 2.095 -0.229 -0.260 0.144 0.001
N -0.223 -0.251 1.194 0.453 -0.963 0.186 0.017
H 1.193 4.647 -1.862 -0.081 -0.069 0.032 0.000
H -0.476 5.313 -0.150 0.052 -0.092 0.008 0.000
H -1.350 3.641 1.434 0.136 -0.007 -0.095 -0.001
H 1.864 2.287 -2.091 -0.059 -0.016 0.031 -0.001
H -1.506 2.233 3.041 0.058 -0.087 -0.030 0.000
H -1.918 0.379 4.623 0.033 0.010 -0.113 0.000
H -1.592 -2.023 5.201 -0.015 -0.005 -0.092 0.000
H -0.782 -4.257 4.558 0.028 0.015 -0.058 0.000
H 0.386 -4.570 2.368 -0.027 0.036 0.036 0.000
H 0.699 -2.692 0.852 -0.037 0.023 0.011 0.000
O 0.355 -4.454 -1.089 -0.142 0.548 -0.253 0.000
Cl 0.177 -3.182 -1.733 0.853 -0.801 -0.145 0.000
O 0.131 -3.299 -3.156 -0.094 0.190 0.572 0.000
O -1.055 -2.567 -1.225 0.752 -0.851 -0.042 0.000
O 1.340 -2.322 -1.342 -1.065 0.129 0.249 0.001
O -0.785 0.706 -4.332 0.341 0.035 0.563 -0.001
C -0.749 0.483 -3.129 -0.105 -0.181 -0.535 0.002
O 0.198 -0.020 -2.435 0.349 -0.395 -0.207 0.018
C -1.998 0.753 -2.294 -0.366 0.169 -0.019 0.001
N -2.192 -0.425 -1.371 -0.779 1.203 -0.118 0.001
C -3.661 -0.610 -1.203 0.023 0.049 -0.190 0.000
C -4.199 -0.281 -2.591 0.170 0.116 -0.073 0.000
C -3.310 0.890 -3.072 -0.156 -0.218 0.231 0.000
H -1.790 1.631 -1.688 -0.012 0.067 0.173 0.000
H -1.686 -0.306 -0.495 0.005 0.080 0.179 0.000
H -1.733 -1.256 -1.771 -0.102 -0.193 -0.047 0.000
H -4.013 0.115 -0.470 0.053 0.023 0.073 0.000
H -3.879 -1.616 -0.853 0.091 -0.029 0.007 0.000
H -5.254 -0.020 -2.559 -0.016 -0.043 -0.010 0.000
H -4.083 -1.146 -3.249 0.007 0.044 0.050 0.000
H -3.778 1.851 -2.862 -0.012 -0.044 0.020 0.000
H -3.098 0.839 -4.136 0.019 0.021 -0.050 0.000
N 3.565 -0.208 -1.873 -0.090 0.167 0.442 0.006
C 3.763 0.075 -0.552 -0.048 -0.114 -0.295 0.002
C 4.963 0.650 -0.100 0.128 -0.002 -0.080 0.001
C 5.117 0.907 1.238 -0.022 0.007 0.022 -0.002
C 4.086 0.590 2.124 -0.011 0.003 0.081 0.000
C 2.929 0.068 1.598 0.038 0.005 0.060 -0.001
N 2.751 -0.173 0.291 -0.164 -0.097 -0.035 0.004
H 4.334 -0.147 -2.510 0.089 0.000 -0.069 0.000
H 2.779 -0.781 -2.142 0.009 -0.062 -0.092 0.001
H 5.742 0.887 -0.814 -0.037 -0.041 0.045 0.000
H 6.032 1.357 1.602 -0.003 -0.027 -0.024 0.000
H 4.176 0.762 3.189 -0.017 -0.010 -0.085 0.000
H 2.089 -0.169 2.240 0.028 0.020 -0.064 0.000
```
Positions in Å, forces in eV/Å.

Output
HOMO level (alpha / beta): -8.533 / -8.398 eV
⟨S²⟩: 0.7741
LUMO (alpha / beta): -0.435 / -0.430 eV
ΔE to the lowest compared entry with this formula, charge and spin: 10.1 kcal/mol
orbital gap (alpha / beta): 0.298 / 0.293 Eh
2S+1: 2